{"formula": "C10H5CoNO3", "method": "ωB97M-V/def2-TZVPD", "e_homo_ev": [-16.8, -16.7], "charge": 2, "lumo_ev": [-10.2, -11.8], "multiplicity": 4, "orbital_gap_ev": [6.55, 4.92], "symbols": ["Co", "O", "O", "O", "N", "C", "C", "C", "C", "C", "C", "C", "C", "C", "C", "H", "H", "H", "H", "H"], "positions_angstrom": [[-1.95, 2.13, -1.42], [-3.88, -1.05, -4.96], [-1.16, 4.18, -3.45], [-4.67, 2.89, -0.41], [-0.83, 1.05, -0.54], [1.91, -2.67, 1.37], [2.69, -1.94, 2.33], [-3.47, 2.63, -0.66], [0.99, -1.97, 0.58], [-0.10, 0.22, -0.02], [1.60, 0.12, 1.68], [-1.36, 3.40, -2.49], [-3.43, -0.43, -4.19], [0.81, -0.56, 0.71], [2.52, -0.54, 2.48], [2.04, -3.74, 1.26], [1.42, 1.19, 1.74], [0.38, -2.48, -0.16], [3.40, -2.45, 2.94], [3.10, 0.04, 3.21]], "lowdin_spin": [2.460, 0.000, 0.057, 0.058, 0.107, 0.006, 0.071, 0.055, 0.023, 0.026, 0.029, 0.054, 0.003, 0.043, 0.005, 0.000, 0.001, 0.000, 0.003, -0.001]}

{"formula": "C10H5O3", "method": "ωB97M-V/def2-TZVPD", "e_homo_ev": -4.7, "charge": -1, "lumo_ev": 3.2, "orbital_gap_ev": 7.90, "symbols": ["O", "O", "O", "C", "C", "C", "C", "C", "C", "C", "C", "C", "C", "H", "H", "H", "H", "H"], "positions_angstrom": [[3.22, -1.11, 1.05], [3.66, -1.32, -1.21], [-0.12, 2.16, -0.26], [-0.11, -0.25, -0.04], [-0.78, -1.45, 0.26], [2.02, 0.11, -0.37], [1.09, 2.52, -0.36], [-2.10, 0.89, -0.10], [-2.13, -1.44, 0.55], [-2.80, -0.21, 0.21], [3.08, -0.98, -0.16], [-0.70, 0.99, -0.17], [2.11, 1.44, -0.18], [-2.69, 1.74, -0.48], [3.19, 1.84, 0.09], [-0.30, -2.41, 0.38], [-2.83, -2.26, 0.68], [-3.81, -0.25, 0.11]], "nbo_charge": [-0.687, -0.713, -0.461, 0.002, -0.260, 0.179, 0.221, -0.238, -0.219, -0.228, 0.690, 0.205, -0.534, 0.203, 0.218, 0.225, 0.205, 0.193]}

{"formula": "C10H6BeNO5", "method": "ωB97M-V/def2-TZVPD", "e_homo_ev": [-12.8, -14.3], "charge": 1, "lumo_ev": [-7.4, -6.2], "orbital_gap_ev": [5.39, 8.07], "symbols": ["O", "O", "O", "O", "O", "N", "C", "C", "C", "C", "C", "C", "C", "C", "C", "C", "Be", "H", "H", "H", "H", "H", "H"], "positions_angstrom": [[2.55, -1.74, -0.58], [1.30, -0.18, -4.14], [3.17, 0.82, -1.84], [-0.81, 1.87, -2.89], [-1.45, -4.53, -3.03], [-0.30, 0.19, 0.95], [-0.42, 1.55, 1.05], [-1.16, 1.35, 3.35], [1.22, 0.43, -3.08], [0.33, 1.65, -3.12], [-1.00, -0.03, 3.23], [2.09, 0.28, -1.87], [1.76, -0.92, -0.96], [-0.52, -0.57, 2.06], [-1.43, -3.90, -4.00], [-0.86, 2.14, 2.23], [0.12, -0.99, -0.16], [-0.14, 2.16, 0.17], [-1.25, -0.73, 4.02], [-0.32, -2.18, 0.03], [-1.53, 1.78, 4.27], [-0.34, -1.65, 2.04], [-1.00, 3.21, 2.27]], "nbo_charge": [-0.232, -0.365, -0.292, -0.360, -0.505, -0.732, 0.071, -0.086, 0.269, 0.545, -0.228, 0.387, 0.134, 0.053, 0.506, -0.229, 1.387, 0.224, 0.256, -0.567, 0.253, 0.257, 0.256]}

{"formula": "C10H6Br2CdN2S3Sb", "method": "ωB97M-V/def2-TZVPD", "e_homo_ev": [-7.7, -7.6], "charge": 0, "lumo_ev": [-1.2, -1.5], "multiplicity": 2, "orbital_gap_ev": [6.52, 6.17], "symbols": ["Sb", "Cd", "Br", "Br", "S", "S", "S", "N", "N", "C", "C", "C", "C", "C", "C", "C", "C", "C", "C", "H", "H", "H", "H", "H", "H"], "positions_angstrom": [[3.80, 3.80, 0.02], [1.65, 1.65, 0.52], [-5.19, 0.36, -0.21], [0.37, -5.19, -0.21], [3.78, 1.62, -1.03], [1.62, 3.78, -1.03], [3.01, 3.01, 2.14], [1.21, -0.66, 0.09], [-0.66, 1.21, 0.09], [-1.10, -0.05, 0.02], [2.21, -1.53, 0.07], [2.02, -2.90, -0.03], [-3.35, 0.71, -0.09], [-0.34, -2.46, -0.08], [-2.46, -0.34, -0.08], [-1.53, 2.21, 0.07], [-2.90, 2.02, -0.03], [-0.05, -1.10, 0.02], [0.72, -3.35, -0.09], [3.21, -1.11, 0.12], [-2.82, -1.35, -0.15], [-1.11, 3.21, 0.12], [-1.35, -2.82, -0.15], [2.86, -3.58, -0.05], [-3.58, 2.86, -0.05]], "lowdin_spin": [-0.018, -0.003, 0.000, 0.000, 0.510, 0.510, -0.006, -0.001, -0.001, 0.000, 0.001, 0.000, 0.000, 0.000, 0.000, 0.001, 0.000, 0.000, 0.000, 0.003, 0.000, 0.003, 0.000, 0.000, 0.000]}

no.,maximum force (eV/A)
1,17.1
2,5.2
3,4.5
4,0.3